{
  "formula": "C20H66N6O13",
  "method": "the ωB97M-V functional and the def2-TZVPD basis",
  "relative_energy_kj_mol": 110.1,
  "e_tot_ev": -57363.11816,
  "charge": 0,
  "symbols": ["C", "C", "O", "H", "H", "H", "H", "H", "H", "C", "C", "O", "H", "H", "H", "H", "H", "H", "C", "C", "O", "H", "H", "H", "H", "H", "H", "C", "C", "O", "H", "H", "H", "H", "H", "H", "C", "C", "O", "H", "H", "H", "H", "H", "H", "C", "C", "O", "H", "H", "H", "H", "H", "H", "C", "C", "O", "H", "H", "H", "H", "H", "H", "C", "O", "N", "N", "H", "H", "H", "H", "C", "O", "N", "N", "H", "H", "H", "H", "C", "O", "N", "N", "H", "H", "H", "H", "C", "O", "H", "H", "H", "H", "C", "O", "H", "H", "H", "H", "C", "O", "H", "H", "H", "H"],
  "positions_angstrom": [[0.808514, -3.479638, -0.434171], [0.175514, -4.649638, -1.080171], [-0.237486, -4.362638, -2.435171], [0.127514, -2.670638, -0.532171], [1.703514, -3.260638, -1.000171], [0.929514, -3.771638, 0.578829], [-0.747486, -5.066638, -0.543171], [0.945514, -5.425638, -1.000171], [-0.518486, -5.174638, -2.839171], [-2.977486, -2.877638, -1.070171], [-3.352486, -3.867638, -2.175171], [-4.723486, -3.652638, -2.550171], [-2.446486, -2.064638, -1.600171], [-2.271486, -3.252638, -0.266171], [-3.915486, -2.389638, -0.727171], [-3.253486, -4.875638, -1.722171], [-2.780486, -3.685638, -3.086171], [-4.927486, -4.275638, -3.276171], [-0.994486, -2.151638, 2.707829], [-2.077486, -1.905638, 3.819829], [-2.422486, -0.560638, 4.000829], [0.018514, -1.864638, 3.042829], [-1.212486, -1.857638, 1.706829], [-0.853486, -3.223638, 2.541829], [-1.868486, -2.397638, 4.715829], [-3.086486, -2.378638, 3.609829], [-2.015486, -0.268638, 4.873829], [0.382514, 2.246362, 3.647829], [1.405514, 1.091362, 3.433829], [2.646514, 1.452362, 3.900829], [0.522514, 3.103362, 2.937829], [0.483514, 2.681362, 4.584829], [-0.640486, 1.978362, 3.337829], [1.676514, 0.923362, 2.378829], [1.072514, 0.074362, 3.695829], [3.394514, 0.960362, 3.443829], [4.678514, -0.180638, -0.601171], [3.663514, 0.834362, -0.432171], [3.740514, 1.421362, 0.872829], [4.510514, -1.092638, -0.029171], [5.705514, 0.085362, -0.307171], [4.576514, -0.351638, -1.692171], [2.648514, 0.417362, -0.621171], [3.851514, 1.656362, -1.128171], [3.158514, 2.182362, 0.908829], [-3.827486, -1.267638, -4.643171], [-3.477486, -0.328638, -3.555171], [-3.915486, 0.913362, -4.020171], [-3.677486, -0.968638, -5.658171], [-4.859486, -1.554638, -4.574171], [-3.273486, -2.169638, -4.466171], [-2.389486, -0.319638, -3.418171], [-3.920486, -0.635638, -2.610171], [-4.626486, 1.097362, -3.443171], [1.816514, 1.961362, -3.609171], [0.661514, 2.674362, -2.915171], [-0.389486, 1.711362, -2.956171], [1.736514, 1.983362, -4.725171], [2.262514, 1.073362, -3.173171], [2.603514, 2.633362, -3.491171], [0.371514, 3.650362, -3.389171], [1.013514, 2.894362, -1.915171], [-0.887486, 1.732362, -3.812171], [-3.647486, 1.022362, 1.100829], [-3.797486, 1.742362, -0.040171], [-3.277486, -0.219638, 1.123829], [-4.155486, 1.364362, 2.244829], [-2.589486, -0.403638, 0.337829], [-3.248486, -0.737638, 1.978829], [-4.219486, 2.356362, 2.401829], [-3.893486, 0.837362, 3.144829], [2.599514, 4.574362, 1.494829], [2.095514, 3.648362, 0.548829], [2.699514, 5.858362, 1.179829], [3.061514, 4.177362, 2.700829], [2.392514, 6.103362, 0.215829], [2.887514, 6.639362, 1.822829], [2.853514, 3.316362, 3.119829], [3.629514, 4.828362, 3.304829], [3.383514, -1.464638, 2.750829], [2.357514, -1.539638, 1.765829], [4.278514, -0.537638, 2.618829], [3.630514, -2.319638, 3.664829], [4.247514, 0.130362, 1.817829], [5.287514, -0.663638, 2.902829], [3.011514, -3.143638, 3.733829], [4.029514, -2.046638, 4.557829], [0.007514, 0.448362, 0.047829], [-0.938486, -0.098638, -0.826171], [0.178514, 1.521362, -0.209171], [0.881514, -0.143638, 0.133829], [-0.349486, 0.441362, 1.059829], [-0.731486, 0.417362, -1.627171], [0.681514, -1.287638, -3.387171], [-0.496486, -2.055638, -3.637171], [0.558514, -0.637638, -2.516171], [0.878514, -0.696638, -4.272171], [1.518514, -1.914638, -3.032171], [-0.592486, -2.640638, -2.823171], [-1.218486, 3.747362, 0.639829], [-0.659486, 4.978362, 0.973829], [-1.021486, 2.967362, 1.365829], [-0.687486, 3.428362, -0.257171], [-2.308486, 3.760362, 0.375829], [-0.041486, 5.090362, 0.280829]],
  "forces_ev_per_a": [[-0.792, -0.148, -1.173], [-1.430, -1.905, -0.017], [0.970, 0.065, 1.280], [-0.439, 1.219, 0.301], [0.491, 0.223, 0.419], [0.687, 0.328, 1.002], [1.159, 0.750, -0.317], [-0.262, -0.434, -0.658], [-0.247, -0.465, -0.369], [0.420, 1.153, -0.762], [-0.554, -0.435, 0.765], [-0.188, -0.543, -0.166], [-0.012, -0.116, 0.627], [-1.210, 0.235, -0.839], [0.663, -0.593, 0.403], [0.166, 0.101, -0.803], [0.510, -0.504, 0.318], [0.152, 0.585, 0.575], [0.170, -1.207, 1.807], [-1.562, -1.098, -2.928], [1.208, 1.643, 2.454], [-0.537, 0.512, -0.384], [-0.281, 1.094, -0.452], [-0.319, -0.334, 0.458], [1.093, -0.527, 1.628], [1.129, 0.063, -0.612], [-0.786, -0.245, -1.862], [0.236, -0.536, -3.149], [-0.950, -0.124, -2.856], [3.005, 0.527, 1.730], [0.572, -0.764, 0.366], [-0.232, 0.404, 2.079], [0.227, -0.405, 0.829], [-1.441, 0.196, -0.358], [-0.129, 0.410, 0.873], [-1.596, 0.604, 0.678], [1.287, -1.647, -0.850], [-1.465, 2.037, 0.754], [0.572, -0.857, -0.054], [-0.536, -0.181, -0.277], [-0.273, 0.545, -0.510], [0.779, -0.664, 0.504], [0.636, 0.279, 0.130], [-0.197, -0.065, -0.264], [-0.779, 0.843, -0.169], [-0.244, -2.010, 0.395], [1.172, -0.310, -0.832], [0.441, 1.173, 0.034], [0.554, 0.734, -0.428], [-0.747, -0.066, 0.065], [0.367, -0.754, -0.242], [-0.086, 0.119, 0.100], [-0.144, 0.182, 0.093], [-1.224, 1.119, 0.740], [0.326, 1.623, -1.424], [0.303, -1.224, -1.465], [-1.594, 0.472, 0.013], [-0.360, -0.822, 0.856], [-0.943, -0.481, -0.007], [1.937, 1.485, 0.186], [0.306, -0.918, 0.206], [-0.643, -0.160, 0.593], [0.691, 0.159, 1.191], [-2.029, 3.029, -6.493], [1.335, -2.671, 5.111], [3.044, -2.936, -3.307], [-0.832, 1.966, 5.462], [-1.122, -0.336, 1.155], [0.302, 0.069, 0.008], [-0.422, 0.113, -0.099], [-0.324, 1.007, -2.229], [-1.693, -4.885, -3.048], [2.408, 4.361, 4.598], [-0.383, 1.681, -1.625], [1.208, 2.842, 0.059], [0.458, -0.321, 1.384], [-0.221, -1.061, -0.432], [-0.443, -1.764, 0.332], [-1.169, -0.989, -1.227], [-5.735, 0.449, -8.282], [4.698, -0.095, 5.437], [4.394, 3.340, -0.665], [-1.051, -4.555, 3.847], [-0.809, -0.404, 0.667], [-1.931, -0.238, 0.039], [0.469, 0.964, -0.165], [0.118, 0.073, -0.511], [-0.367, 1.408, 0.602], [0.030, 0.022, -0.502], [0.377, -0.868, 0.243], [1.277, -0.491, -0.370], [-0.682, 0.100, 0.679], [-0.960, -0.324, -0.308], [-0.346, -0.457, 0.948], [0.287, -0.281, 1.568], [-0.225, 0.258, -0.385], [0.349, -0.053, -0.055], [0.075, -0.123, -0.883], [0.013, 0.777, -1.796], [-1.002, -1.196, -1.409], [-0.682, 0.869, 1.325], [-0.122, 0.027, 0.429], [-0.349, -0.487, -0.193], [0.861, 0.202, 0.465], [1.164, 0.639, -0.600]],
  "lowdin_charge": [-0.0866, -0.3043, -0.0881, 0.0509, 0.0870, 0.0675, 0.1258, 0.1098, 0.0910, -0.0824, -0.3153, -0.1027, 0.0424, 0.0784, 0.0856, 0.1092, 0.0838, 0.0953, -0.0519, -0.3020, -0.1284, 0.0549, 0.0317, 0.0690, 0.0838, 0.1284, 0.1328, -0.0441, -0.3288, -0.1210, 0.0622, 0.0460, 0.0646, 0.0865, 0.0939, 0.0739, -0.1015, -0.3205, -0.1205, 0.0666, 0.0910, 0.0971, 0.1076, 0.1171, 0.0207, -0.0869, -0.3278, -0.0493, 0.0748, 0.0694, 0.0450, 0.0903, 0.1139, 0.0642, -0.0952, -0.2651, -0.1154, 0.0972, 0.0612, 0.0362, 0.1328, 0.0802, 0.1295, -0.6650, -0.1025, 0.1786, 0.1487, 0.1060, 0.0653, 0.1072, 0.1268, -0.5056, -0.1396, 0.1541, 0.1853, 0.1384, 0.1286, 0.0406, 0.1463, -0.6061, -0.1249, 0.1256, 0.1749, 0.0691, 0.1644, 0.1407, 0.1289, -0.1486, -0.1470, 0.0821, 0.0409, 0.0618, 0.0370, -0.1583, -0.1473, 0.0417, 0.0751, 0.0786, 0.0473, -0.1700, -0.1055, 0.0430, 0.0593, 0.0876, 0.0247]
}